Here is C38H41BCl2N2O3PW as an isolated structure in a non-equilibrium geometry from the OMol25 dataset. Energies are from ωB97M-V with the def2-TZVPD basis set.

Geometry as ORCA input:
```
! RIJCOSX wB97M-V def2-TZVPD def2/J DEFGRID3
* xyz 1 1
W -0.089 -0.148 -0.479
C -2.364 -3.275 -5.620
C -1.520 -2.264 -6.048
C -0.662 -1.643 -5.151
C -0.649 -2.021 -3.810
C -1.480 -3.060 -3.397
C -2.333 -3.676 -4.291
P 0.501 -1.269 -2.617
C 1.492 -0.077 -3.557
C 2.838 -0.286 -3.828
C 3.576 0.689 -4.487
C 2.972 1.871 -4.876
C 1.627 2.086 -4.607
C 0.891 1.121 -3.947
C 1.541 -2.624 -2.059
C 2.133 -3.512 -2.925
C 2.913 -4.571 -2.439
C 3.059 -4.729 -1.089
C 2.433 -3.850 -0.174
C 2.558 -4.060 1.220
C 1.925 -3.232 2.096
C 1.158 -2.149 1.610
C 1.001 -1.860 0.276
C 1.656 -2.764 -0.647
H -3.030 -3.761 -6.318
H -1.515 -1.956 -7.084
H -0.005 -0.867 -5.514
H -1.434 -3.440 -2.382
H -2.966 -4.485 -3.952
H 3.317 -1.205 -3.518
H 4.622 0.518 -4.696
H 3.547 2.628 -5.392
H 1.152 3.007 -4.916
H -0.156 1.299 -3.739
H 1.993 -3.405 -3.994
H 3.383 -5.257 -3.128
H 3.648 -5.546 -0.694
H 3.150 -4.895 1.568
H 2.005 -3.409 3.160
H 0.666 -1.515 2.343
Cl -2.094 -1.818 -0.528
C -1.718 -0.678 0.836
Cl -0.175 1.692 1.707
H -1.543 -1.262 1.738
H -2.564 0.008 0.905
N -4.138 5.287 -4.051
C -3.579 4.471 -3.469
C -2.879 3.456 -2.748
C -1.707 3.761 -2.054
C -1.064 2.745 -1.374
N -1.511 1.480 -1.363
C -2.642 1.200 -2.032
C -3.359 2.148 -2.731
H -1.301 4.760 -2.035
H -0.149 2.940 -0.833
H -2.968 0.167 -2.012
H -4.260 1.869 -3.255
C 0.264 -1.276 5.532
C 0.471 0.221 5.373
C -0.039 0.944 6.606
O -0.373 0.649 4.244
B 0.464 1.010 3.269
O 1.778 0.953 3.492
C 1.929 0.639 4.923
C 2.434 1.919 5.567
C 2.965 -0.463 5.037
H -0.794 -1.469 5.701
H 0.816 -1.652 6.391
H 0.577 -1.836 4.658
H -1.046 0.603 6.833
H -0.067 2.021 6.464
H 0.590 0.725 7.467
H 1.739 2.745 5.431
H 3.381 2.195 5.109
H 2.600 1.783 6.633
H 2.699 -1.330 4.439
H 3.088 -0.776 6.072
H 3.925 -0.090 4.685
C 2.839 2.782 -0.727
C 2.578 1.428 -0.098
C 3.713 0.444 -0.307
O 1.386 0.884 -0.698
H 3.772 3.201 -0.358
H 2.045 3.488 -0.490
H 2.914 2.680 -1.810
H 2.363 1.527 0.976
H 4.011 0.402 -1.352
H 3.430 -0.549 0.026
H 4.576 0.763 0.278
*
```

Results
Energy above the lowest of the compared OMol25 structures with the same formula, charge and spin = 28.33 kJ/mol
HOMO-LUMO gap (alpha / beta) = 6.8 / 6.8 eV
E_HOMO (alpha / beta) = -9.97 / -9.97 eV
Energy = -86028.764 eV
Molecular weight = 870.29 Da